ORCA calculation (ωB97M-V/def2-TZVPD) on an isolated molecule of C2H2N2O3 in a non-equilibrium geometry.

The geometry in XYZ format:
```
9
Properties=species:S:1:pos:R:3:lowdin_charge:R:1
C -0.253 1.023 0.097 -0.0118
C 1.117 0.325 0.029 -0.4791
N 0.029 -1.768 0.251 0.1581
N -1.334 0.444 0.053 -0.0859
O -2.497 0.231 0.032 0.1110
O 2.124 0.969 0.006 0.1353
O 1.098 -0.987 -0.053 -0.0368
H -0.106 2.092 0.161 0.1373
H -0.178 -2.329 -0.578 0.0720
```

Gap between HOMO and LUMO (alpha / beta), Ha: 0.30234 / 0.36775
Relative energy (zero: lowest compared OMol25 entry of this formula, charge and spin), kJ/mol: 593.9
2S+1: 1
Charge: 0